C5H8O | ωB97M-V/def2-TZVPD

```
14
Properties=species:S:1:pos:R:3:mulliken_charge:R:1
O 0.8814 -1.5753 0.4736 -0.522
C -0.9528 -0.2393 -0.1336 -0.428
C 1.4635 0.3943 -0.5716 -0.483
C -1.7038 1.0867 -0.0869 -1.112
C 0.4846 -0.1976 0.3667 0.261
C 2.3921 -0.1236 -1.1483 -0.229
H -1.2471 1.8277 -0.7519 0.320
H -2.7422 0.9419 -0.4062 0.329
H 0.5478 0.2812 1.3515 0.263
H -1.7285 1.5033 0.9281 0.313
H -1.4426 -0.9819 0.5019 0.309
H 1.7788 -1.6225 0.8330 0.334
H -0.9404 -0.6488 -1.1517 0.282
H 3.1647 -0.6910 -1.6039 0.362
```

Properties
HOMO level	-9.9	eV
total charge	0
E_tot	-270.4446	a.u.
SMILES	C#C[C@H](O)CC
energy relative to the best compared isomer or geometry (same formula, charge and spin)	3.083	eV



C5H8O | ωB97M-V/def2-TZVPD

```
14
Properties=species:S:1:pos:R:3:mulliken_charge:R:1
O 2.5906 -0.4432 0.1441 -0.442
C 0.3219 0.6296 -0.0548 0.353
C -1.1098 0.7538 0.5381 -0.743
C 1.3353 -0.1276 0.7414 -0.664
C -0.1352 -0.3792 -1.0996 -0.649
C -1.5381 -0.4327 -0.4199 -0.398
H 2.8595 0.2465 -0.5232 0.321
H 0.8799 1.4597 -0.3445 0.474
H -1.1021 0.2176 1.5222 0.243
H -1.7103 -1.2860 0.1560 0.261
H -1.5462 1.8522 0.5014 0.277
H 0.4620 -1.2799 -1.2277 0.291
H -2.3012 -0.2474 -1.1510 0.287
H 0.9935 -0.9632 1.2176 0.392
```

Properties
HOMO level (alpha / beta)	-7.6 / -8.2	eV
total charge	0
E_tot	-270.3619	a.u.
energy relative to the best compared isomer or geometry (same formula, charge and spin)	5.332	eV



C5H8O | ωB97M-V/def2-TZVPD

```
14
Properties=species:S:1:pos:R:3:mulliken_charge:R:1
O -1.5323 1.8292 0.6899 -0.190
C 1.2842 -1.3797 0.2379 -0.528
C 1.3451 -0.9067 1.4767 -0.535
C -0.8625 0.7703 -1.4943 -1.096
C -0.3309 1.4501 0.9771 -0.314
C -1.0756 0.6218 -0.0133 0.272
H 1.8010 -0.8853 -0.5825 0.239
H -1.5874 -0.2705 0.3401 0.379
H -1.7551 1.1954 -1.9650 0.335
H 0.7985 -1.3696 2.2959 0.270
H 0.7028 -2.2634 -0.0157 0.272
H -0.0095 1.4197 -1.7171 0.311
H 1.8970 -0.0034 1.7186 0.288
H -0.6753 -0.2082 -1.9483 0.297
```

Properties
HOMO level	-9.5	eV
total charge	0
E_tot	-270.3905	a.u.
energy relative to the best compared isomer or geometry (same formula, charge and spin)	4.554	eV



C5H8O | ωB97M-V/def2-TZVPD

```
14
Properties=species:S:1:pos:R:3:mulliken_charge:R:1
O -0.0255 -0.0204 1.4950 -0.435
C -1.0859 0.6758 0.3982 0.159
C 0.3383 0.9857 0.5262 0.033
C -1.4986 -0.2506 -0.5709 -1.252
C 0.7436 -1.1549 0.0488 -0.372
C 1.2359 0.2006 -0.4065 -0.502
H 2.2956 0.3444 -0.1649 0.277
H 1.2969 -1.6356 0.8499 0.240
H -1.1271 -0.1393 -1.5866 0.270
H 0.2928 -1.8453 -0.6497 0.250
H 0.6745 1.9419 0.9294 0.400
H -2.4745 -0.7202 -0.4765 0.282
H 1.0777 0.4041 -1.4693 0.237
H -1.7437 1.2140 1.0769 0.414
```

Properties
HOMO level (alpha / beta)	-7.3 / -7.3	eV
total charge	0
E_tot	-270.3387	a.u.
energy relative to the best compared isomer or geometry (same formula, charge and spin)	5.965	eV



C5H8O | ωB97M-V/def2-TZVPD

```
14
Properties=species:S:1:pos:R:3:mulliken_charge:R:1
O -1.4035 0.4775 -0.6662 -0.219
C -0.1786 -0.8327 0.9647 -0.734
C -1.8646 -0.5374 -1.3418 -0.286
C -0.0576 0.6124 1.3846 -0.632
C -0.1159 0.2635 -0.0541 0.917
C 1.0593 0.4704 -0.9713 -1.262
H 1.9422 -0.0021 -0.5323 0.314
H 0.8954 0.9587 1.7675 0.258
H -1.1459 -1.3001 1.1429 0.275
H -0.9394 1.0812 1.8092 0.278
H 1.2773 1.5333 -1.1152 0.305
H 0.8944 0.0140 -1.9537 0.355
H -0.9826 -1.2336 -1.4691 0.189
H 0.6666 -1.5078 1.0315 0.243
```

Properties
HOMO level	-8.5	eV
total charge	0
E_tot	-270.4009	a.u.
energy relative to the best compared isomer or geometry (same formula, charge and spin)	4.273	eV



C5H8O | ωB97M-V/def2-TZVPD

```
14
Properties=species:S:1:pos:R:3:mulliken_charge:R:1
O -1.6356 0.0163 0.0781 -0.227
C -0.8135 0.6150 -0.9510 -0.442
C 1.1937 -0.6752 0.0335 -0.552
C 0.8331 0.3975 1.0227 -0.554
C -1.6595 -1.2880 0.1129 -0.351
C 0.6238 0.6249 -0.4490 -0.010
H 0.5597 -1.5509 -0.1008 0.237
H 1.6538 0.8984 1.5222 0.269
H -1.2016 1.6291 -1.0789 0.331
H -2.0852 -1.4730 1.1352 0.152
H -0.9327 0.0426 -1.8765 0.327
H 1.2774 1.3234 -0.9658 0.398
H 2.2517 -0.8663 -0.1069 0.249
H -0.0650 0.3061 1.6243 0.175
```

Properties
HOMO level	-8.6	eV
total charge	0
E_tot	-270.4009	a.u.
energy relative to the best compared isomer or geometry (same formula, charge and spin)	4.273	eV